Entry from the Open Molecules 2025 dataset: a molecular structure, C37H53BFeN4O4P2 (wB97M-V/def2-TZVPD).

Last column: Mulliken spin population.
Element x y z (Å)
Fe: -0.1682 0.2605 0.6925  3.733
O: -0.8469 -1.8515 4.4312  0.039
C: -0.6158 -0.9601 3.4318  0.124
O: 0.0440 -1.3198 2.4168  0.176
C: -1.0862 0.3580 3.5796  0.128
C: -1.6696 0.9460 4.7360  0.180
C: -1.8951 2.2948 4.7472  -0.025
C: -1.5259 3.0977 3.6376  0.255
C: -1.0054 2.4583 2.5331  -0.062
N: -0.8505 1.1405 2.4682  0.198
C: -0.4758 3.1539 1.2834  0.008
O: -0.6663 4.3507 1.1000  0.001
O: 0.1731 2.3514 0.5123  0.021
H: -0.5958 -2.7126 4.0722  -0.003
H: -1.9022 0.3164 5.5853  0.014
H: -2.3335 2.7610 5.6220  0.003
H: -1.6431 4.1716 3.6322  0.012
C: -4.2421 1.4481 -2.4874  0.001
C: -3.2039 1.8623 -1.4386  0.037
C: -3.1789 3.3893 -1.2899  -0.001
C: -3.6425 1.2639 -0.0910  0.044
P: -1.4533 1.1807 -1.7017  0.060
C: -1.7929 -0.4611 -2.5686  -0.009
N: -0.7023 -1.3291 -2.1399  0.012
B: -0.3649 -1.4368 -0.7115  -0.320
N: 1.0033 -2.0069 -0.7249  0.066
C: 2.0369 -2.0343 0.3175  -0.022
P: 2.2180 -0.3676 1.2020  0.012
C: 3.1361 -0.8627 2.8023  0.020
C: 4.6605 -0.7838 2.7497  0.003
C: 2.7898 -2.2855 3.2576  0.005
C: 2.6371 0.1352 3.8631  0.028
C: 3.4509 0.5548 0.0881  0.012
C: 2.6663 0.7572 -1.2189  -0.016
C: 4.8036 -0.0670 -0.2839  -0.002
C: 3.6252 1.9426 0.7262  0.007
C: 1.2811 -2.4106 -2.0323  -0.010
C: 2.3302 -3.1659 -2.5267  0.007
C: 2.3493 -3.4860 -3.8873  0.003
C: 1.3366 -3.0548 -4.7319  0.004
C: 0.2697 -2.2979 -4.2457  0.004
C: 0.2373 -1.9824 -2.8964  -0.008
C: -0.7002 2.1401 -3.1648  0.064
C: 0.4357 1.2513 -3.7159  0.006
C: -0.0881 3.4420 -2.6119  0.003
C: -1.6119 2.4778 -4.3434  0.002
H: -5.1858 1.9578 -2.2614  0.000
H: -4.4389 0.3756 -2.4545  0.000
H: -3.9565 1.7108 -3.5025  0.001
H: -4.1048 3.7152 -0.8042  0.000
H: -3.1143 3.8962 -2.2527  0.000
H: -2.3436 3.7301 -0.6700  0.000
H: -4.6606 1.5927 0.1468  -0.001
H: -2.9785 1.5837 0.7170  0.003
H: -3.6288 0.1719 -0.1189  0.004
H: -1.8203 -0.3649 -3.6529  -0.005
H: -2.7387 -0.8770 -2.2212  0.002
H: 2.9934 -2.3026 -0.1287  0.000
H: 1.7746 -2.7781 1.0653  0.003
H: 5.0761 -1.4440 1.9890  0.000
H: 5.0504 -1.1084 3.7206  -0.001
H: 5.0214 0.2275 2.5742  0.001
H: 3.3216 -3.0340 2.6644  0.000
H: 1.7220 -2.4799 3.1952  -0.006
H: 3.1020 -2.4030 4.3003  0.001
H: 2.8481 1.1665 3.5672  -0.002
H: 3.1330 -0.0569 4.8208  0.001
H: 1.5605 0.0516 4.0111  -0.012
H: 2.5778 -0.1770 -1.7791  0.002
H: 3.1845 1.4863 -1.8514  -0.001
H: 1.6673 1.1518 -1.0176  0.045
H: 4.7521 -1.1538 -0.3917  0.000
H: 5.5865 0.1701 0.4322  0.000
H: 5.1199 0.3334 -1.2528  0.000
H: 2.6463 2.3937 0.9132  -0.003
H: 4.1770 2.6017 0.0462  0.000
H: 4.1720 1.9008 1.6701  0.001
H: 3.1025 -3.5441 -1.8683  0.000
H: 3.1481 -4.1056 -4.2753  0.001
H: 1.3624 -3.3266 -5.7802  0.001
H: -0.5289 -1.9817 -4.9060  0.000
H: 0.9039 0.6436 -2.9433  0.009
H: 1.2137 1.8774 -4.1630  0.000
H: 0.0730 0.5706 -4.4881  -0.001
H: 0.3926 3.2835 -1.6437  0.002
H: -0.8461 4.2127 -2.4663  0.000
H: 0.6557 3.8299 -3.3170  0.000
H: -2.0832 1.5885 -4.7697  -0.001
H: -0.9984 2.9315 -5.1316  0.000
H: -2.3887 3.1938 -4.0839  0.001
N: -1.4027 -1.2420 0.2283  0.031
C: -2.2401 -2.1026 0.8635  0.072
C: -3.1638 -1.6611 1.8318  0.019
C: -4.0627 -2.5357 2.4201  -0.008
C: -4.0805 -3.8870 2.0875  0.014
C: -3.1579 -4.3478 1.1542  -0.008
C: -2.2579 -3.4812 0.5548  0.000
H: -3.1542 -0.6149 2.1150  0.012
H: -4.7605 -2.1545 3.1583  0.001
H: -4.7852 -4.5634 2.5545  0.002
H: -3.1345 -5.4010 0.8953  0.000
H: -1.5453 -3.8502 -0.1769  0.003

Results
Multiplicity = 6
Gap between HOMO and LUMO (alpha / beta) = 5.1444 / 6.8820 eV
LUMO level (alpha / beta) = 2.51 / 2.51 eV
Net charge = -1
F_max = 2.91 eV/A
⟨S²⟩ = 8.791

***

Entry from the Open Molecules 2025 dataset: a molecular structure, C37H53BrCl48FN2O2S (wB97M-V/def2-TZVPD).

Last column: Löwdin charge in e.
Element x y z (Å)
C: 2.0460 -0.5428 6.0432  -0.100
C: 2.3349 0.0323 5.0201  -0.209
C: 2.8031 0.7337 3.6984  -0.203
C: 2.0566 2.0959 3.4420  -0.175
C: 2.5307 2.9675 2.2135  -0.143
C: 3.3414 2.2815 1.0701  -0.544
Br: 5.1823 1.5842 1.4048  0.911
C: 2.6481 1.3483 -0.0144  -0.194
C: 1.0989 1.4180 -0.2999  -0.095
C: 0.3670 -0.0002 -0.0681  -0.169
C: -0.5961 0.0774 1.2011  -0.205
C: -0.7939 -1.3407 1.9155  -0.162
C: -1.0711 -1.0530 3.4610  -0.217
O: -1.5145 -2.2956 4.0377  -0.205
C: -0.3797 -3.1083 4.3851  -0.133
N: 3.6369 1.4143 -1.1272  -0.123
O: 3.9644 0.5168 -2.0849  -0.047
C: 3.0634 0.7986 -3.2317  -0.131
C: 3.8483 0.9758 -4.6014  -0.211
C: 3.7685 2.4671 -5.1979  -0.116
C: 4.2918 2.5521 -1.1121  -0.390
S: 5.6689 2.8761 -2.2925  0.894
C: 3.6884 3.4749 0.0372  -0.438
F: 2.4734 4.0959 -0.4887  0.004
N: 4.4254 4.6150 0.5069  0.034
C: 4.6672 5.6115 -0.5978  -0.198
C: 3.7395 6.9165 -0.4360  -0.247
C: 3.1741 7.2798 -1.8925  -0.170
H: 2.1530 -1.1436 6.9766  0.061
H: 2.7680 0.0001 2.8454  0.102
H: 3.9078 0.9387 3.8703  0.082
H: 2.2087 2.7211 4.3795  0.126
H: 0.9406 1.8859 3.4363  0.107
H: 1.5954 3.4066 1.7396  0.131
H: 3.1067 3.8493 2.6346  0.123
H: 2.8063 0.3033 0.4156  0.149
H: 0.5579 2.1255 0.4028  0.116
H: 0.8377 1.7683 -1.3343  0.117
H: 1.0908 -0.8577 0.0051  0.108
H: -0.3054 -0.2226 -0.9527  0.107
H: -1.5687 0.6016 0.9680  0.119
H: -0.0641 0.7326 1.9577  0.078
H: -1.6792 -1.8206 1.4088  0.063
H: 0.1609 -1.9221 1.7506  0.113
H: -0.1751 -0.6230 3.9925  0.098
H: -1.8946 -0.2740 3.5033  0.135
H: -0.3892 -4.1048 3.8395  0.097
H: 0.6032 -2.6204 4.1298  0.080
H: -0.3635 -3.3473 5.4871  0.041
H: 2.4432 1.7220 -3.0730  0.120
H: 2.3362 -0.0592 -3.3967  0.138
H: 4.9234 0.6747 -4.4379  0.109
H: 3.4017 0.3108 -5.4217  0.063
H: 3.3496 2.5044 -6.2382  0.078
H: 4.8507 2.8082 -5.2864  0.063
H: 3.2917 3.2039 -4.4863  0.065
H: 6.7923 2.3525 -1.6694  -0.055
H: 3.9046 5.1588 1.1999  0.047
H: 5.7421 5.9502 -0.6465  0.125
H: 4.4119 5.2115 -1.6150  0.066
H: 4.3505 7.7851 -0.0778  0.030
H: 2.8267 6.6902 0.1800  0.058
H: 2.4003 8.0839 -1.8684  -0.022
H: 4.0252 7.4953 -2.6162  0.089
H: 2.6715 6.3553 -2.3181  0.045
C: 2.7815 -2.1815 -8.0958  -1.558
Cl: 2.0019 -0.6690 -8.5771  0.517
Cl: 4.3504 -2.3513 -8.8879  0.531
Cl: 2.9617 -2.2547 -6.3357  0.525
H: 2.1486 -3.0086 -8.4098  -0.100
C: -0.7605 -5.5392 7.9559  -1.573
Cl: -0.7396 -7.0259 8.9090  0.534
Cl: 0.8908 -4.9909 7.6228  0.509
Cl: -1.6524 -5.7788 6.4476  0.545
H: -1.2658 -4.7689 8.5342  -0.085
C: -0.0078 8.4709 0.8873  -1.492
Cl: 0.7869 7.4739 2.1145  0.510
Cl: 1.1459 9.5852 0.1476  0.560
Cl: -0.7692 7.4516 -0.3429  0.510
H: -0.7839 9.0547 1.3733  0.020
C: 0.7725 8.1410 -4.8028  -1.510
Cl: 0.3460 7.6466 -3.1593  0.519
Cl: 2.0074 7.0661 -5.4752  0.523
Cl: -0.6592 8.1656 -5.8372  0.540
H: 1.1813 9.1464 -4.7614  0.022
C: -3.5388 -3.2902 -0.6040  -1.581
Cl: -1.9352 -4.0394 -0.5729  0.542
Cl: -3.4018 -1.5375 -0.8074  0.546
Cl: -4.5271 -3.9891 -1.8882  0.525
H: -4.0310 -3.4883 0.3494  -0.110
C: -1.8258 -2.9143 11.4576  -1.518
Cl: -0.7760 -3.0510 10.0389  0.561
Cl: -3.1488 -1.7861 11.1446  0.532
Cl: -2.4553 -4.4997 11.9165  0.538
H: -1.2350 -2.5283 12.2830  0.017
C: 1.0121 -4.8672 -10.9823  -1.510
Cl: 0.2336 -3.3540 -11.4587  0.535
Cl: 2.5812 -5.0345 -11.7723  0.507
Cl: 1.1892 -4.9466 -9.2217  0.575
H: 0.3798 -5.6917 -11.2990  0.017
C: -6.7735 -2.9375 2.6716  -1.495
Cl: -5.9775 -3.3856 1.1531  0.608
Cl: -8.5255 -2.8742 2.4541  0.549
Cl: -6.3444 -4.0711 3.9545  0.552
H: -6.4280 -1.9487 2.9586  0.021
C: -8.6653 -3.1594 -1.6054  -1.547
Cl: -7.6264 -3.2508 -3.0332  0.509
Cl: -10.0145 -2.0532 -1.8885  0.535
Cl: -9.2604 -4.7647 -1.1665  0.535
H: -8.0759 -2.7757 -0.7772  -0.037
C: -12.1111 -5.4638 -3.8327  -1.538
Cl: -11.0720 -5.5552 -5.2619  0.518
Cl: -13.4599 -4.3554 -4.1153  0.517
Cl: -12.7074 -7.0683 -3.3939  0.492
H: -11.5208 -5.0800 -3.0034  -0.033
C: -3.4124 -7.7769 -2.3469  -1.560
Cl: -2.6236 -8.2231 -3.8648  0.520
Cl: -5.1671 -7.7213 -2.5499  0.513
Cl: -2.9698 -8.9060 -1.0608  0.522
H: -3.0705 -6.7852 -2.0631  -0.029
C: 4.8378 8.6459 3.1273  -1.495
Cl: 4.8196 9.5770 1.6257  0.566
Cl: 4.2153 9.6134 4.4657  0.553
Cl: 3.8963 7.1553 2.9493  0.531
H: 5.8658 8.3754 3.3493  0.020
C: 2.9848 -6.6465 -15.5863  -1.535
Cl: 4.2519 -5.7943 -14.6932  0.504
Cl: 3.4379 -8.3338 -15.8480  0.529
Cl: 1.4404 -6.5436 -14.7302  0.503
H: 2.8703 -6.1692 -16.5549  0.016
C: 3.7484 2.1323 8.4001  -1.518
Cl: 3.5787 0.8430 7.1897  0.670
Cl: 2.3661 3.2333 8.3265  0.531
Cl: 3.9133 1.4474 10.0236  0.527
H: 4.6505 2.6984 8.1764  -0.100
C: 7.6675 2.4755 9.9721  -1.528
Cl: 7.4419 2.8461 11.6833  0.537
Cl: 6.6142 3.4897 8.9726  0.569
Cl: 9.3580 2.6895 9.5061  0.535
H: 7.3960 1.4367 9.8081  0.016
C: -16.3408 -7.7508 -1.1387  -1.535
Cl: -15.4981 -8.7083 0.0860  0.519
Cl: -15.2228 -6.6339 -1.9319  0.477
Cl: -17.1138 -8.8050 -2.3284  0.524
H: -17.1137 -7.1694 -0.6447  0.013

Results
Multiplicity = 1
Gap between HOMO and LUMO = 6.7199 eV
LUMO level = -4.42 eV
Net charge = +1
F_max = 4.13 eV/A

***

> Among the records above, which one has the highest F_max?

C37H53BrCl48FN2O2S